Record 1
Molecular formula: C3H3N3O3
Method: DFT, ωB97M-V with the def2-TZVPD basis set

Its energy above the lowest of the compared OMol25 structures with the same formula, charge and spin is 601.1 kJ/mol. Its total charge is 0. As for the strongest force on any atom: 3.71 eV/A. The gap between HOMO and LUMO is 0.3738 Ha.

The geometry in XYZ format:
```
12
Properties=species:S:1:pos:R:3:mulliken_charge:R:1
C -1.7620 -1.1674 -1.0563 0.181
C 0.5455 0.3363 0.5455 0.237
C 1.7951 -0.1092 0.7666 0.031
H -1.2336 -2.1532 -0.5728 0.258
H -1.9650 0.7991 -0.1356 0.273
H 2.4088 -0.9661 0.9487 0.404
N -1.6317 -0.1283 -0.0948 -0.094
N 1.6677 2.0546 0.1683 -0.168
N 0.4511 1.7099 0.3024 -0.180
O -2.2920 -0.9801 -2.1301 -0.508
O -0.5553 -0.4280 0.7542 -0.347
O 2.5714 1.0324 0.5039 -0.086
```

Record 2
Molecular formula: C3H3N3O3
Method: DFT, ωB97M-V with the def2-TZVPD basis set

Its energy above the lowest of the compared OMol25 structures with the same formula, charge and spin is 0.0 kJ/mol. Its total charge is 0. As for the strongest force on any atom: 5.75 eV/A. The spin multiplicity is 3. The gap between HOMO and LUMO (spin up / spin down) is 0.3246 / 0.2658 Ha. As for the expectation value of S²: 2.02.

The geometry in XYZ format:
```
12
Properties=species:S:1:pos:R:3:mulliken_charge:R:1
C 0.9250 0.6692 0.5762 -0.512
C 1.8199 0.4479 -0.4371 -0.725
C -0.2133 -0.0980 0.0413 0.913
N 1.1857 -0.2884 -1.4786 -0.091
N 0.0580 -0.6315 -1.2120 -0.239
N -1.7166 0.3566 -0.1266 0.937
O -2.5472 -0.4347 0.1568 -0.563
O -1.8378 1.4360 -0.6016 -0.542
O -0.2205 -1.4374 1.1705 -0.555
H 0.8087 1.2438 1.3921 0.495
H 2.7710 0.7103 -0.5794 0.577
H -1.0330 -1.9739 1.0983 0.306
```